1.
This record from the Open Molecules 2025 dataset describes a structure of composition C23H40CaCl3N4O3Si in a non-equilibrium geometry. The level of theory is ωB97M-V/def2-TZVPD.

Values from the calculation:
HOMO energy = -4.90 eV
LUMO = 2.418 eV
F_max = 4.28 eV/A
Charge = -1

Geometry (Å):
Ca 0.81112 2.22604 2.00948
Cl -2.09038 2.37727 2.05886
Cl 0.23080 0.56642 0.59431
Cl 2.07972 4.25714 1.23173
Si -0.60306 1.09916 -2.40867
O -0.54112 -0.47044 -1.99534
O 2.90623 0.01749 1.04849
O 0.59680 3.60396 4.01696
N -0.36840 5.62722 3.41251
N -0.73639 -1.47904 4.26736
N 3.19215 -1.35442 -0.78466
N 0.52766 0.02712 3.27521
C -0.88848 -3.93104 -2.76471
C -2.05580 -2.25470 0.64221
C -0.35866 4.30802 3.63996
C 0.29559 -3.66662 1.03646
C -0.73079 -0.33757 3.50519
C -1.36780 -2.67200 -2.85400
C -2.01510 -2.19216 -4.12537
C 0.81926 6.45695 3.57998
C -1.40142 -1.61066 -1.71178
C -1.59195 6.30368 2.99438
C 2.97742 -1.09911 0.54099
C -1.89800 -3.02556 1.78925
C 3.40172 -2.71227 -1.29229
C -1.07561 -2.21220 -0.35819
C 1.35486 -0.93443 3.79486
C 1.13598 1.93670 -2.66866
C -1.19083 2.67532 -1.49800
C -0.72666 -3.73827 2.00136
C 0.58820 -1.86274 4.44657
C 0.11409 -2.89907 -0.12848
C -1.19961 -5.00257 -3.78424
C 3.40297 -0.28090 -1.75353
C -1.58220 1.04190 -3.99404
H -1.35697 -1.56098 -4.73548
H 2.47470 -0.20929 -2.35323
H 1.42499 1.99114 -3.72825
H 2.86948 -2.04279 1.13842
H -1.12032 0.32430 -4.66706
H -1.90963 3.22416 -2.11853
H -2.45114 -1.27161 -1.67274
H -1.99307 6.89340 3.83613
H 3.24975 -3.44070 -0.47323
H 1.06203 6.96080 2.63575
H 1.13349 2.98999 -2.35317
H -2.30818 5.52594 2.69265
H -0.28824 -4.32134 -1.92946
H -1.68856 1.99015 -4.51614
H -2.29733 -5.14175 -3.93031
H 2.67280 -2.92072 -2.09676
H -0.72390 -5.93697 -3.44746
H -2.98292 -1.70369 0.43859
H -1.40335 7.00343 2.16415
H -1.64739 0.14891 3.19357
H 0.60682 7.24673 4.31461
H -2.94810 -1.63361 -3.94283
H -1.55783 -1.96462 4.55155
H 0.89504 -2.91672 -0.90341
H 1.22739 -4.18454 1.24067
H -1.30182 3.74956 3.40349
H -2.23711 -3.06342 -4.74815
H 4.23813 -0.54145 -2.43021
H -2.70330 -3.06804 2.52867
H -1.61376 2.53592 -0.50927
H -0.70322 -4.81513 -4.75374
H 2.43796 -0.88380 3.67168
H 1.95886 1.50851 -2.09024
H -0.41846 3.43628 -1.35126
H 1.66791 5.85245 3.89188
H -2.56069 0.65064 -3.74551
H 4.42730 -2.79754 -1.70084
H -0.60195 -4.32140 2.91251
H 3.60587 0.65282 -1.20496
H 0.85242 -2.73366 5.02377

2.
This record from the Open Molecules 2025 dataset describes a cluster of 2 separate species, C2H3IO2 in total in a non-equilibrium geometry. The level of theory is ωB97M-V/def2-TZVPD.

Values from the calculation:
HOMO energy = -9.85 eV
LUMO = 0.356 eV
F_max = 5.20 eV/A
Energy relative to the best compared isomer or geometry (same formula, charge and spin) = 212.64 kJ/mol

Geometry (Å):
I -2.00224 0.38674 0.00189
O 1.21169 0.11885 -0.02766
O -1.90806 -2.53330 -0.09839
C -1.23420 -1.57846 0.05899
C 1.30795 1.27426 -0.14477
H 0.41375 1.92890 -0.17554
H -0.15372 -1.44852 0.25116
H 2.36483 1.85153 0.13433